Version P
The following is a DFT calculation (wB97M-V/def2-TZVPD) of an isolated molecule of C11H14N2OS.

```
29
Properties=species:S:1:pos:R:3:mulliken_charge:R:1
C 2.2647 -2.0752 0.5693 -0.6851
C 2.2695 -0.9592 1.4168 -0.6419
C -1.2230 0.9439 0.7423 -0.4994
C -0.6213 1.7459 -0.1254 0.9371
C 0.7777 2.3119 0.0121 -0.7815
C 1.5871 1.4577 0.9709 -0.9539
C -1.4892 -2.6571 -0.2771 -0.4718
C -1.6202 -1.8102 -1.4815 -0.3287
C 1.7784 0.0554 0.6097 0.8174
C -2.0721 -1.2778 -0.3923 0.2221
C -1.2767 2.1490 -1.3709 -1.7764
N 1.6986 -1.6624 -0.5826 0.1036
N 1.4494 -0.3919 -0.5970 -0.5644
O -3.4853 -0.2521 1.4764 -0.6189
S -2.8557 0.2240 0.2754 0.3653
H 2.6242 -2.9957 0.8119 0.5105
H 1.3586 2.3007 -0.8907 0.3755
H 0.5666 3.3761 0.3329 0.4062
H 2.6420 1.6429 1.3122 0.3829
H 1.1112 1.5514 1.9676 0.2640
H -2.2032 -3.5945 -0.2096 0.1816
H -0.5924 -2.7297 0.3031 0.1389
H 1.5423 -2.4028 -1.2368 0.2318
H -1.5460 -1.7144 -2.5630 0.3632
H -0.9050 0.6927 1.7407 0.4169
H 2.6866 -0.9345 2.4181 0.4228
H -2.0081 1.5367 -1.7322 0.5833
H -0.6641 2.2679 -2.2881 0.3726
H -1.7949 3.2014 -1.2121 0.2263
```

Lowest unoccupied orbital energy in eV: 0.74



Version Q
The following is a DFT calculation (wB97M-V/def2-TZVPD) of an isolated molecule of C11H14N2OS.

```
29
Properties=species:S:1:pos:R:3:mulliken_charge:R:1
S 0.2270 2.1421 -2.4072 -0.2536
C -1.2939 2.6937 -2.8173 0.4122
N -2.3078 3.2406 -3.1175 -0.5124
C -1.5474 0.0573 4.5347 -0.8099
O -2.2327 -0.3044 3.3084 -0.4469
C -1.5604 -0.1533 2.1265 0.8959
C -2.2620 -0.5191 0.9515 -0.6130
C -1.6305 -0.4306 -0.2723 -0.3436
C -0.2903 0.0202 -0.3725 0.1158
C 0.3721 0.0841 -1.7044 -0.8326
N 1.5879 -0.4779 -1.9033 0.1700
C 2.2025 -0.4286 -3.2178 -0.9756
C 2.2890 -1.2470 -0.8870 -0.9255
C 0.3704 0.4306 0.7982 -0.3224
C -0.2262 0.3214 2.0470 -0.5521
H -2.2668 -0.1337 5.3289 0.2383
H -0.6532 -0.5564 4.6846 0.3336
H -1.2685 1.1157 4.5279 0.3386
H -3.2858 -0.8786 1.0732 0.4045
H -2.1721 -0.7604 -1.1687 0.3630
H -0.2705 0.0531 -2.6206 0.4985
H 3.1802 -0.8994 -3.1577 0.3394
H 1.5928 -0.9953 -3.9276 0.3249
H 2.2940 0.5974 -3.5865 0.3020
H 3.0755 -1.8150 -1.3954 0.3463
H 2.7552 -0.6252 -0.1070 0.2808
H 1.6193 -1.9755 -0.4138 0.3586
H 1.3892 0.8087 0.7463 0.5244
H 0.3128 0.6355 2.9496 0.3409
```

SMILES: COc1ccc([C@@H](SC#N)N(C)C)cc1
Lowest unoccupied orbital energy in eV: 0.08



Version R
The following is a DFT calculation (wB97M-V/def2-TZVPD) of a structure of composition C11H14N2OS.

```
29
Properties=species:S:1:pos:R:3:mulliken_charge:R:1
C 4.3857 0.3896 0.1679 -1.0402
C 3.3648 -0.7410 -0.2077 -0.4398
C 2.2010 -0.9283 0.8090 -0.9123
C 0.8818 -0.2349 0.4377 0.2351
C 0.1600 0.3856 1.4444 -0.5465
C -1.1192 1.0278 1.1755 -0.7866
C -1.6597 1.0572 -0.0863 0.5980
O -2.8830 1.6646 -0.2779 -0.4938
C -4.0094 0.7547 -0.3068 -0.4191
C -3.7271 -0.6893 0.1622 -0.9447
C -0.9871 0.4512 -1.2210 0.3236
N -1.3986 0.4240 -2.4887 -0.6728
S -0.1925 -0.4343 -3.2217 0.1292
N 0.8061 -0.7623 -1.9941 -0.5786
C 0.2909 -0.1951 -0.8745 1.0591
H 5.3973 -0.0570 0.2090 0.2704
H 4.1907 0.8507 1.1510 0.3034
H 4.3915 1.1571 -0.6279 0.2643
H 3.0450 -0.5804 -1.2466 0.3974
H 3.9350 -1.6935 -0.2107 0.3223
H 2.5339 -0.4621 1.7597 0.3281
H 1.9953 -1.9870 1.0586 0.3338
H 0.5293 0.3712 2.4778 0.3333
H -1.7261 1.5066 1.9542 0.4091
H -4.5058 0.7725 -1.2978 0.2638
H -4.7495 1.1723 0.4094 0.3347
H -4.7146 -1.1961 0.2118 0.3947
H -3.1234 -1.2809 -0.5497 0.2559
H -3.3124 -0.7430 1.1834 0.2783
```

Lowest unoccupied orbital energy in eV: -0.55



Stability ranking, top and bottom: version R is the most stable and version P is the least stable.



Version P
The following is a DFT calculation (wB97M-V/def2-TZVPD) of a cluster of 2 separate species, CH3Cl3Si in total.

```
8
Properties=species:S:1:pos:R:3:mulliken_charge:R:1
C 0.0381 -0.2006 1.9579 -0.9583
Si -0.0937 0.1737 -1.5274 0.5687
Cl 1.8744 0.4197 -2.0416 -0.1929
Cl -0.7886 -1.6909 -2.1743 -0.2155
Cl -1.1894 1.7897 -2.0788 -0.1754
H -0.7013 -0.8331 2.3141 0.3117
H 1.0179 -0.5234 1.8176 0.3445
H -0.1575 0.8648 1.7325 0.3173
```

Lowest unoccupied orbital energy (alpha / beta) in eV: -1.35 / -0.15



Version Q
The following is a DFT calculation (wB97M-V/def2-TZVPD) of a cluster of 2 separate species, CH3Cl3Si in total.

```
8
Properties=species:S:1:pos:R:3:mulliken_charge:R:1
C 0.8036 0.4884 -1.1520 -0.9957
Si -0.6384 -0.3337 0.8176 0.6490
Cl -2.3342 -1.2181 0.2997 -0.1853
Cl 0.6697 -1.5925 1.5794 -0.1813
Cl -1.0850 1.1588 2.0355 -0.1842
H 1.6421 0.8228 -0.5574 0.2821
H 0.8636 -0.5674 -1.5557 0.2928
H 0.0785 1.2418 -1.4670 0.3226
```

Lowest unoccupied orbital energy in eV: 0.29



Stability ranking, top and bottom: version Q is the most stable and version P is the least stable.